C47H52Cl2HfN6O7P2S | ωB97M-V/def2-TZVPD

Structure (XYZ):
```
118
Properties=species:S:1:pos:R:3:forces:R:3
Hf 0.6440 -0.0540 -1.1639 1.772 1.226 -0.034
C -3.7568 1.4068 -1.3476 0.159 -0.107 -0.091
C -3.8521 0.0706 -0.6072 0.206 0.097 -0.092
C -5.1028 0.0242 0.2701 0.181 -0.162 -0.157
P -2.1641 -0.3578 0.1932 -1.292 -0.955 0.797
C -2.4539 -1.0587 1.9609 0.032 0.175 0.000
C -3.0059 -0.0511 2.9657 0.205 0.063 -0.080
C -3.1864 -2.3918 2.1452 0.230 0.085 -0.118
C -1.9339 -2.0516 -0.4832 0.544 0.138 0.101
C -2.9440 -2.8590 -0.9843 0.128 -0.235 -0.188
C -2.6974 -4.1447 -1.4370 -0.187 0.170 0.039
C -3.8452 -4.9776 -1.9367 0.098 -0.017 0.097
C -1.3915 -4.6225 -1.3774 0.118 0.051 0.113
C -0.3815 -3.8552 -0.8288 -0.022 0.103 -0.007
C -0.6318 -2.5619 -0.3495 -0.987 -0.494 0.051
N 0.3527 -1.7452 0.2215 0.351 0.034 -0.294
C 1.0845 -2.2481 1.2501 0.371 -0.227 0.979
C 0.6619 -3.3719 1.9978 -0.166 0.047 -0.234
C 1.3394 -3.8159 3.1106 0.224 0.137 0.031
C 2.4837 -3.1638 3.5572 0.097 -0.078 0.125
C 3.2358 -3.6041 4.7856 0.027 0.051 -0.137
C 2.9226 -2.0627 2.8326 -0.176 -0.213 -0.104
C 2.2687 -1.5993 1.6982 -0.271 0.048 -0.115
P 2.7830 -0.1188 0.7562 1.033 -0.549 0.698
C 4.3358 -0.7720 -0.1114 -0.264 0.071 -0.026
C 5.5410 -1.0783 0.7734 -0.257 0.219 -0.071
C 3.9158 -2.0280 -0.8719 -0.147 0.162 -0.021
C 3.4943 0.9777 2.1075 -0.380 0.089 -0.198
C 2.4819 1.1360 3.2364 0.011 -0.092 -0.079
C 3.8014 2.3340 1.4783 0.078 -0.111 0.051
H -4.6914 1.6044 -1.8773 -0.078 0.010 -0.017
H -2.9613 1.3426 -2.0839 -0.068 0.159 -0.061
H -3.5473 2.2418 -0.6883 -0.047 0.049 -0.045
H -3.9738 -0.6703 -1.4008 0.024 0.039 0.095
H -5.0791 0.7698 1.0615 0.004 0.025 0.081
H -5.2380 -0.9587 0.7154 -0.050 -0.026 0.164
H -5.9834 0.2282 -0.3442 -0.029 0.044 -0.074
H -1.4050 -1.2329 2.2432 -0.062 0.006 -0.102
H -4.0077 0.2766 2.7010 -0.130 0.016 0.057
H -2.3491 0.8099 3.0458 -0.092 0.040 0.079
H -3.0582 -0.5219 3.9503 -0.015 0.015 0.084
H -4.2591 -2.2909 1.9898 -0.130 -0.023 -0.008
H -3.0224 -2.7267 3.1705 -0.081 0.000 0.155
H -2.8138 -3.1752 1.4926 -0.021 -0.064 -0.044
H -3.9693 -2.5158 -0.9873 -0.057 0.107 -0.090
H -4.6557 -4.3346 -2.2764 -0.049 -0.024 -0.064
H -4.2355 -5.6108 -1.1353 -0.028 -0.085 -0.043
H -3.5394 -5.6152 -2.7629 -0.010 -0.095 -0.085
H -1.1579 -5.6054 -1.7652 0.015 -0.078 -0.054
H 0.6318 -4.2309 -0.7969 0.069 -0.030 0.008
H -0.2403 -3.8834 1.6953 -0.045 -0.026 0.024
H 0.9594 -4.6777 3.6497 0.000 0.000 0.044
H 2.6930 -4.3735 5.3334 -0.038 -0.026 0.033
H 3.4003 -2.7567 5.4521 0.024 -0.010 0.120
H 4.2164 -4.0069 4.5222 0.058 -0.054 0.049
H 3.8085 -1.5524 3.1877 0.063 0.143 -0.010
H 4.6202 -0.0070 -0.8431 -0.126 -0.004 0.118
H 5.2694 -1.8059 1.5339 0.074 -0.130 0.137
H 5.9293 -0.1859 1.2568 0.091 0.098 0.107
H 6.3461 -1.4986 0.1695 0.021 -0.076 -0.098
H 3.7711 -2.8562 -0.1787 -0.020 -0.104 0.069
H 4.6738 -2.3099 -1.6027 0.034 -0.007 -0.063
H 2.9762 -1.8547 -1.4032 0.165 -0.202 -0.092
H 4.4190 0.5492 2.5143 -0.150 -0.121 -0.216
H 1.5090 1.4078 2.8361 0.096 -0.103 0.173
H 2.7949 1.9300 3.9150 0.013 0.102 0.035
H 2.3651 0.2166 3.8071 -0.062 0.010 0.031
H 2.8837 2.7855 1.1073 -0.041 0.048 -0.049
H 4.5013 2.2445 0.6485 0.036 0.047 -0.027
H 4.2183 3.0167 2.2186 0.094 0.039 0.125
O -2.2583 -2.4344 -6.1079 0.476 0.355 1.065
C -1.7522 -2.0486 -5.0612 -0.549 -0.598 -1.355
C -2.2345 -0.9172 -4.2109 -0.880 0.945 0.326
O -3.2758 -0.2767 -4.3803 0.697 -0.422 0.123
C -1.2312 -0.7544 -3.1727 0.140 -0.598 -0.682
C -0.2360 -1.7514 -3.2715 -0.032 0.227 0.076
O 0.7383 -1.7843 -2.4428 -1.196 -0.267 -0.594
C -0.5312 -2.6359 -4.4021 0.599 -1.006 -0.028
O 0.0444 -3.6613 -4.7417 -0.299 0.679 0.159
O -1.1554 0.1396 -2.2322 -0.318 -0.331 -1.142
N -5.6961 5.5013 1.6431 -0.305 0.172 0.040
C -4.4033 4.9803 1.6521 0.271 -0.368 0.034
C -3.3033 5.7375 2.0528 -0.086 -0.024 0.049
C -2.0506 5.1559 2.1601 0.071 -0.105 -0.064
C -1.8955 3.8192 1.8506 0.328 -0.428 0.197
C -2.9730 3.0595 1.4468 0.086 0.134 0.182
C -4.2215 3.6368 1.3321 0.026 0.129 0.087
S -0.3460 2.9358 2.1031 -0.114 -0.117 0.524
O 0.6963 3.8921 2.3957 -0.049 0.135 -0.153
O -0.6520 2.0337 3.1942 0.056 -0.253 -0.285
N -0.0519 2.0402 0.7557 -0.187 0.332 1.658
C -0.0299 2.8148 -0.3127 0.099 0.820 -1.084
N -0.2855 4.1350 -0.2100 0.243 0.302 -0.452
C -0.1552 4.8701 -1.2912 0.023 -0.187 -0.137
C 0.1924 4.3360 -2.5240 -0.128 -0.133 0.017
C 0.3615 2.9608 -2.5620 0.050 0.053 -0.280
N 0.2569 2.2024 -1.4867 -0.567 0.606 0.770
H -5.7632 6.5012 1.5396 -0.013 -0.054 -0.123
H -6.3274 4.9894 1.0448 -0.006 0.209 0.002
H -3.4474 6.7820 2.2906 0.035 0.153 0.072
H -1.1794 5.7133 2.4695 0.043 0.141 -0.006
H -2.7975 2.0150 1.2366 -0.157 -0.047 -0.084
H -5.0666 3.0559 0.9904 -0.086 -0.102 0.000
H -0.3352 5.9322 -1.1549 -0.023 0.085 -0.105
H 0.3237 4.9495 -3.3986 -0.005 0.013 -0.119
H 0.6203 2.4392 -3.4767 0.009 -0.002 0.010
Cl 2.9978 -1.7081 -4.1851 0.303 -0.042 -0.324
C 3.9250 -0.2961 -3.7737 -0.584 0.077 0.352
C 5.1715 -0.1229 -4.3147 0.299 0.131 -0.068
C 5.9095 1.0275 -4.0501 0.065 0.004 -0.030
C 5.3395 2.0212 -3.2607 0.257 -0.011 -0.102
C 4.0990 1.8274 -2.7139 -0.538 -0.317 0.152
Cl 3.3643 3.0575 -1.7216 0.392 0.404 -0.117
C 3.3048 0.6356 -2.8643 1.193 0.354 -0.761
N 2.1763 0.4696 -2.2557 -0.916 -0.515 0.679
H 5.5708 -0.8933 -4.9596 0.015 -0.065 -0.044
H 6.9028 1.1473 -4.4579 0.041 0.045 -0.064
H 5.8617 2.9493 -3.0738 0.049 0.052 0.050
```
Positions in Å, forces in eV/Å.

Calculated values
multiplicity = 1
M = 1156.38 g mol⁻¹
highest occupied orbital energy = -0.074 hartree
charge = -2

=====

C4H6O | ωB97M-V/def2-TZVPD

Structure (XYZ):
```
11
Properties=species:S:1:pos:R:3:forces:R:3
C 0.7618 -0.7874 -0.6199 -0.563 -0.184 0.274
C -0.4359 -1.1838 -0.2771 -1.121 3.849 2.040
C -1.0934 0.2697 0.5636 0.554 -0.841 -0.610
O 0.0647 0.9508 0.8560 0.405 0.309 0.082
C 1.0331 0.6120 -0.0949 0.622 0.169 -0.234
H 1.4990 -1.3094 -1.2221 -0.098 0.005 0.138
H -1.3908 -1.4566 0.0110 -1.158 -3.147 -0.862
H -1.6841 0.1674 1.5066 0.471 -0.498 -0.707
H -1.7483 0.7649 -0.1839 0.329 -0.090 0.066
H 1.9944 0.6668 0.3972 0.405 0.196 -0.009
H 0.9995 1.3055 -0.9363 0.154 0.233 -0.179
```
Positions in Å, forces in eV/Å.

Calculated values
multiplicity = 1
structure (SMILES) = C1=CCOC1
M = 70.09 g mol⁻¹
highest occupied orbital energy = -0.340 hartree
charge = 0

=====

> Number 2 is which compound?

C4H6O

=====

> Among the records above, which one has the lowest charge?

C47H52Cl2HfN6O7P2S

=====

> Which formula does entry 2 have?

C4H6O